{"formula": "C5H8N2", "method": "the ωB97M-V functional and the def2-TZVPD basis", "gap_ev": 7.42, "smiles": "C[C@]1(N)C=C=CN1", "elements": ["C", "H", "C", "C", "H", "H", "H", "H", "C", "H", "N", "N", "C", "H", "H"], "coordinates": [[0.52, -2.03, 0.37], [-0.95, 1.92, 1.07], [0.26, -0.86, 1.03], [1.09, 0.97, -0.09], [0.90, 1.86, -0.68], [-0.30, -2.47, -1.69], [-2.12, 0.79, 0.88], [-1.17, -0.15, -1.79], [-0.27, 0.25, 0.14], [1.58, 1.26, 0.85], [-0.62, -0.53, -1.03], [-1.31, 1.22, 0.44], [-0.16, -1.76, -0.87], [1.79, 0.30, -0.61], [0.64, -0.54, 2.00]]}

=====

{"formula": "C5H7NO", "method": "the ωB97M-V functional and the def2-TZVPD basis", "gap_ev": 7.66, "elements": ["C", "C", "C", "N", "H", "H", "C", "H", "O", "H", "C", "H", "H", "H"], "coordinates": [[-2.04, -0.45, 0.05], [-0.36, 1.38, -0.14], [1.33, -0.40, 0.80], [-1.75, 0.77, 0.08], [2.32, -0.34, -1.36], [-0.54, 2.07, -0.94], [0.47, 0.25, -0.15], [-0.08, 1.97, 0.77], [-1.40, -1.44, -0.32], [0.85, -1.05, 1.55], [1.40, -0.75, -0.70], [-3.16, -0.71, 0.08], [2.02, 0.28, 1.30], [0.94, -1.58, -1.03]]}

=====

{"formula": "C14H16N9O2SSc", "method": "the ωB97M-V functional and the def2-TZVPD basis", "charge": 2, "gap_ev": [6.03, 6.03], "elements": ["C", "H", "N", "N", "H", "C", "Sc", "H", "C", "C", "H", "H", "C", "N", "N", "N", "H", "H", "S", "C", "C", "H", "H", "O", "C", "C", "C", "N", "C", "C", "H", "O", "H", "C", "H", "H", "H", "H", "N", "N", "H", "N", "C"], "coordinates": [[3.86, -3.41, -0.31], [-2.15, 1.15, -0.70], [3.22, -3.83, 0.79], [0.32, 0.25, 0.04], [4.86, -5.14, -0.70], [-2.75, -0.52, -1.92], [2.20, -0.51, -0.02], [-3.71, -0.09, -2.18], [-1.89, 0.18, -1.09], [-2.43, 4.52, 0.78], [-1.97, 5.43, 0.40], [1.45, -3.43, 1.59], [-2.22, 2.41, 1.95], [2.34, -2.96, 1.46], [0.81, 3.31, 1.61], [4.69, -4.18, -0.98], [-4.03, 1.31, 2.20], [-1.62, 1.70, 2.50], [2.66, 1.44, 1.34], [-0.67, -0.39, -0.77], [-3.57, 2.20, 1.78], [2.72, -2.75, 2.38], [-4.39, 5.02, 0.08], [4.72, -1.87, -2.52], [-2.40, -1.76, -2.44], [1.00, 2.03, 1.17], [-4.35, 3.13, 1.09], [-0.28, 3.92, 1.65], [-0.32, -1.64, -1.27], [-1.67, 3.56, 1.43], [-5.41, 2.95, 0.97], [3.36, -0.35, -1.75], [0.62, -2.12, -1.00], [-1.18, -2.33, -2.12], [5.17, -3.82, -1.79], [-3.08, -2.29, -3.10], [-0.91, -3.30, -2.51], [-0.14, 4.89, 1.93], [0.02, 1.41, 0.56], [3.96, -1.49, -1.72], [3.42, -4.74, 1.19], [3.54, -2.14, -0.60], [-3.78, 4.29, 0.59]]}

=====

{"formula": "C6H4CdN2O6", "method": "the ωB97M-V functional and the def2-TZVPD basis", "charge": 2, "gap_ev": 9.76, "elements": ["N", "O", "C", "N", "O", "C", "O", "C", "Cd", "O", "O", "H", "O", "C", "H", "H", "C", "C", "H"], "coordinates": [[3.06, -1.71, 2.25], [-1.56, -2.90, -0.09], [-1.21, 0.70, -1.63], [1.45, -0.90, 3.80], [1.22, -0.71, 1.64], [-1.01, -1.89, -0.06], [-1.86, 1.08, -2.50], [1.95, -1.13, 2.61], [0.02, -0.01, 0.04], [1.56, 2.90, 0.09], [2.23, -1.13, -2.15], [0.59, -0.45, 3.92], [-2.23, 1.13, 2.15], [1.46, -0.74, -1.40], [3.60, -2.03, 2.96], [3.30, -1.81, 1.31], [-1.45, 0.73, 1.41], [1.02, 1.89, 0.07], [1.98, -1.21, 4.52]]}

=====

{"formula": "C15H19N3O6PSSe4Zr", "method": "the ωB97M-V functional and the def2-TZVPD basis", "charge": -1, "gap_ev": 6.50, "elements": ["C", "H", "S", "C", "C", "H", "O", "Se", "H", "C", "H", "C", "H", "Zr", "Se", "C", "H", "H", "C", "H", "N", "C", "C", "O", "Se", "O", "P", "H", "H", "H", "H", "C", "N", "O", "C", "H", "H", "H", "C", "C", "O", "N", "C", "Se", "C", "H", "O", "H", "H", "H"], "coordinates": [[0.32, -2.33, -1.53], [-1.89, -2.12, 0.84], [2.70, 0.78, 0.18], [0.97, 0.61, 3.78], [-1.30, 3.50, -1.80], [-1.90, 3.58, -0.90], [3.78, 0.27, -0.61], [-3.59, 1.06, 1.56], [1.79, 0.85, 3.09], [0.74, 0.83, -3.21], [0.41, 1.53, 3.97], [-1.22, -2.62, 0.16], [1.16, -2.42, 3.94], [-0.09, 0.64, -0.26], [-2.58, 3.14, 1.87], [-0.25, -4.54, -0.85], [1.36, 0.20, 4.71], [0.25, -2.90, 2.48], [-1.44, -0.91, 4.19], [-0.35, 5.14, -4.59], [-0.49, -1.81, -0.60], [0.85, -2.11, 2.93], [0.48, -3.70, -1.66], [-0.71, -0.20, 1.71], [-0.28, 2.85, 1.33], [1.76, 1.68, -0.64], [-0.11, -0.60, 3.03], [-1.75, -4.62, 0.71], [0.86, 2.93, -4.89], [2.05, -1.20, -2.04], [-1.78, 5.43, -2.56], [-0.44, 4.34, -3.86], [0.28, -0.08, -2.33], [3.06, 1.40, 1.43], [-1.14, -3.99, 0.08], [1.16, -4.09, -2.41], [-2.07, -0.02, 4.21], [-0.15, -5.62, -0.94], [1.02, -1.33, -2.39], [0.07, 2.17, -3.07], [1.65, -0.35, 0.45], [-0.65, 2.35, -1.96], [-1.23, 4.51, -2.73], [-2.88, 0.52, -0.60], [0.23, 3.14, -4.04], [-1.06, -1.12, 5.19], [1.58, 0.66, -4.09], [1.10, -1.69, -3.42], [-2.04, -1.75, 3.84], [1.73, -1.94, 2.30]]}

=====

{"formula": "C12H23BrNO7", "method": "the ωB97M-V functional and the def2-TZVPD basis", "charge": -1, "gap_ev": 6.98, "elements": ["H", "H", "C", "H", "C", "C", "Br", "O", "C", "H", "H", "C", "H", "O", "H", "O", "O", "H", "C", "C", "H", "C", "H", "C", "H", "H", "H", "H", "O", "H", "C", "H", "O", "H", "H", "H", "C", "H", "H", "C", "H", "N", "H", "O"], "coordinates": [[0.50, 5.98, -2.43], [0.76, 6.37, -0.74], [2.93, -0.19, -0.27], [1.98, 0.11, -0.70], [-0.88, 5.01, -1.11], [1.00, -1.94, 2.03], [3.87, 1.53, 0.13], [0.98, 2.30, 0.10], [-3.76, -4.76, -2.61], [-1.63, 4.84, -1.88], [0.79, 3.83, 2.12], [2.53, -0.15, 3.02], [-4.49, -6.30, -1.34], [-3.01, -3.66, -2.62], [-2.67, -3.46, -0.56], [-0.15, 3.79, -1.04], [-0.04, -2.05, 1.35], [2.74, -1.02, 3.65], [-2.17, -3.28, -1.51], [1.83, -0.66, 1.76], [1.70, 4.88, 1.03], [0.74, 4.38, 1.19], [3.56, -0.66, -1.02], [-0.01, 6.19, -1.49], [-2.06, -2.20, -1.59], [-2.82, -6.54, -1.90], [1.15, 0.09, 1.36], [-0.88, -5.02, -1.49], [1.45, -2.75, 2.88], [-0.32, -3.70, -2.51], [0.52, 3.40, 0.07], [-3.19, -5.40, -0.59], [2.84, -1.03, 0.78], [-1.43, 5.19, -0.18], [-0.61, 7.09, -1.60], [-0.04, 5.13, 1.29], [-0.81, -3.93, -1.56], [0.85, 0.29, 4.06], [-0.20, -3.57, -0.74], [-3.54, -5.80, -1.53], [1.37, 1.52, 3.13], [1.68, 0.79, 3.77], [3.47, 0.32, 2.74], [-4.56, -4.94, -3.49]]}

=====

{"formula": "C3H8ClNO", "method": "the ωB97M-V functional and the def2-TZVPD basis", "gap_ev": [6.06, 9.83], "elements": ["H", "H", "Cl", "C", "H", "H", "H", "N", "H", "H", "C", "O", "C", "H"], "coordinates": [[-1.54, 1.04, 1.45], [-2.46, -0.50, 1.32], [-1.46, 0.82, -1.97], [-0.20, -0.48, 0.88], [0.03, -1.60, 0.87], [-1.99, 0.14, -0.08], [2.29, -0.87, 0.38], [0.12, 0.24, -2.20], [-0.19, -0.67, -2.44], [2.58, 0.73, 0.57], [-1.55, 0.11, 0.93], [0.75, 0.47, 0.96], [1.87, 0.11, 0.21], [1.74, 0.44, -0.86]]}

=====

{"formula": "C37H45BBr2N7OS3Ti", "method": "the ωB97M-V functional and the def2-TZVPD basis", "charge": 1, "gap_ev": 7.31, "elements": ["C", "H", "C", "H", "C", "H", "H", "H", "H", "H", "H", "H", "H", "C", "C", "Br", "C", "C", "C", "H", "H", "C", "N", "C", "H", "C", "C", "H", "H", "H", "H", "C", "C", "H", "C", "H", "H", "C", "O", "C", "H", "H", "H", "H", "Br", "H", "C", "H", "C", "H", "C", "C", "N", "N", "H", "C", "C", "N", "H", "H", "H", "C", "H", "H", "H", "N", "C", "N", "Ti", "S", "H", "H", "H", "C", "H", "C", "C", "S", "N", "H", "C", "C", "H", "C", "S", "H", "C", "H", "C", "C", "H", "B", "C", "H", "H", "C", "C"], "coordinates": [[3.54, 0.92, 0.13], [-1.88, -4.80, -2.99], [-0.34, 3.21, -3.11], [5.04, 2.39, 1.94], [-2.48, 3.14, 2.16], [-0.83, 3.68, 0.86], [-4.45, 2.91, 3.08], [-2.14, -2.07, 4.58], [0.93, 2.02, 3.21], [5.14, 0.20, -1.84], [0.36, 3.72, -1.12], [0.81, -8.74, -0.99], [-2.12, 4.89, 0.96], [1.48, -4.60, 0.94], [-1.98, 1.29, -3.51], [2.16, -9.22, 1.38], [0.96, -5.49, -0.04], [0.26, 3.07, -4.52], [2.15, -5.13, 2.01], [-1.02, 5.24, -3.46], [1.59, 3.72, 1.45], [3.23, 0.06, -0.88], [1.08, -0.09, 0.08], [1.98, 1.90, 3.47], [4.60, 1.03, 2.99], [2.89, 2.18, 2.28], [2.59, 1.23, 1.13], [1.55, 2.88, -2.10], [4.52, 1.37, 0.17], [-0.76, 3.63, 3.41], [2.84, 4.33, 2.55], [-4.00, 3.34, 2.19], [4.35, 2.06, 2.72], [-4.23, 4.41, 2.20], [1.17, -6.88, 0.05], [2.21, 2.59, 4.28], [-3.65, -2.20, 3.72], [-1.73, -1.02, 1.99], [1.28, -3.29, 0.76], [-1.91, 3.82, 0.92], [-0.32, -7.66, -2.90], [-2.25, 4.03, -3.81], [-4.47, 2.90, 1.31], [2.87, -6.90, 3.00], [2.83, -3.98, 3.33], [-0.49, 2.86, -5.27], [-0.15, -5.67, -2.09], [-1.87, 4.44, -2.14], [0.05, -7.07, -2.07], [3.78, -0.09, -2.94], [-1.44, 4.29, -3.13], [-2.46, 0.05, -3.21], [-0.48, 1.27, -1.68], [0.28, -4.91, -1.09], [-0.36, -4.07, -3.48], [-2.96, -1.49, 4.16], [2.34, -6.52, 2.14], [-0.96, 0.06, -1.37], [-3.19, 1.23, 4.02], [-3.12, -1.56, -4.44], [-4.35, -0.93, -3.37], [-2.18, 1.65, 2.16], [-2.34, 3.40, 0.01], [-3.87, 0.01, -4.81], [0.76, 4.00, -4.80], [1.38, 0.73, 1.08], [-1.86, -0.61, -2.09], [-1.48, 1.18, 1.16], [-0.17, -2.80, -0.31], [-1.49, -2.71, 1.76], [-2.23, 3.32, 4.34], [-2.37, 1.82, -4.36], [-2.06, 4.83, 3.45], [1.87, -7.37, 1.18], [-0.83, -5.66, -4.11], [2.63, 3.61, 1.76], [-2.45, -0.54, 3.13], [1.36, -1.71, -1.96], [-1.25, -0.15, 1.11], [3.27, 3.84, 0.91], [-3.51, -0.64, -4.01], [-1.84, 3.76, 3.42], [1.17, 4.58, -2.44], [-0.84, -5.02, -3.24], [-2.25, -2.23, -1.66], [4.37, -1.40, -1.94], [1.94, -0.50, -0.86], [4.52, 2.69, 3.59], [4.19, -0.32, -1.96], [-0.95, 1.88, -2.73], [-3.46, -0.95, 4.96], [-0.37, -0.62, -0.08], [0.75, 3.62, -2.13], [1.00, 2.27, -4.54], [2.12, 0.88, 3.84], [0.67, -7.66, -1.01], [-2.65, 0.80, 3.19]]}